#P
This record from OMol25 describes a cluster of 2 separate species, C4H8NS in total. The level of theory is the ωB97M-V functional and the def2-TZVPD basis.

Properties
⟨S²⟩: 2.02
Orbital gap (spin up / spin down) (Eh): 0.26378 / 0.19347
LUMO energy (spin up / spin down) (eV): -4.546 / -8.375
Highest occupied orbital energy (spin up / spin down) (eV): -11.723 / -13.640

Structure (ORCA input):
```
! RIJCOSX wB97M-V def2-TZVPD def2/J DEFGRID3
* xyz 1 3
C -3.41 -0.43 0.10
C 2.13 0.48 0.58
C 0.98 0.67 -0.46
C -1.16 -0.64 -0.23
N -0.06 -0.10 -0.46
S 3.38 -0.48 -0.21
H -3.54 0.54 0.36
H -3.62 -1.15 0.82
H 2.55 1.36 0.92
H 1.81 0.04 1.50
H 1.24 1.39 -1.26
H 4.25 0.44 -0.18
H -3.55 -0.52 -0.91
H -1.00 -1.60 -0.58
*
```

#Q
This record from OMol25 describes the ion C4H8NS with charge +1. The level of theory is the ωB97M-V functional and the def2-TZVPD basis.

Properties
⟨S²⟩: 2.03
Orbital gap (spin up / spin down) (Eh): 0.25754 / 0.29531
LUMO energy (spin up / spin down) (eV): -3.543 / -7.039
Highest occupied orbital energy (spin up / spin down) (eV): -10.551 / -15.074

Structure (ORCA input):
```
! RIJCOSX wB97M-V def2-TZVPD def2/J DEFGRID3
* xyz 1 3
C -0.39 -1.25 -0.19
C -1.71 -1.05 -0.02
C -0.41 1.29 -0.41
C 1.42 0.24 0.68
N 0.42 0.05 -0.35
S -2.42 0.53 0.05
H 0.16 -2.28 -0.26
H -2.34 -1.88 0.19
H -0.21 1.92 0.46
H -0.36 1.76 -1.46
H 1.05 0.38 1.62
H 1.96 -0.62 0.75
H 2.07 0.90 0.26
H 0.77 0.01 -1.32
*
```

Quick look at relative energies in kJ/mol: #P 230.3; #Q 0.0.

#P
This record from OMol25 describes a cluster of 4 separate species, C2H10O2S2 in total. The level of theory is the ωB97M-V functional and the def2-TZVPD basis.

Properties
Orbital gap (Eh): 0.15241
LUMO energy (eV): -4.612
Highest occupied orbital energy (eV): -8.760

Structure (ORCA input):
```
! RIJCOSX wB97M-V def2-TZVPD def2/J DEFGRID3
* xyz 0 1
C -0.67 -2.07 -1.07
S -1.27 -1.82 0.66
S 0.12 2.21 0.19
C -1.41 1.30 0.45
H 0.19 -1.35 -1.27
H -0.35 -3.22 -1.31
H -1.53 -1.79 -1.78
H -1.42 0.82 1.49
H -2.26 1.98 0.32
H -1.43 0.50 -0.35
H 3.34 1.01 -1.57
H 1.89 1.03 -0.88
O 2.57 0.51 -1.40
H 0.37 -0.40 2.12
H 0.97 1.01 1.89
O 0.90 0.27 2.52
*
```

#Q
This record from OMol25 describes a cluster of 3 separate species, C2H10O2S2 in total. The level of theory is the ωB97M-V functional and the def2-TZVPD basis.

Properties
Orbital gap (Eh): 0.34564
Structure (SMILES): CCSS.O.O
LUMO energy (eV): 0.423
Highest occupied orbital energy (eV): -8.982

Structure (ORCA input):
```
! RIJCOSX wB97M-V def2-TZVPD def2/J DEFGRID3
* xyz 0 1
C -2.05 2.02 -1.15
C -0.95 1.33 -0.35
S -0.71 -0.31 -1.20
S -0.51 -1.67 0.33
H -2.94 1.41 -1.24
H -1.79 2.18 -2.20
H -2.17 3.00 -0.67
H -1.14 1.33 0.73
H 0.00 1.84 -0.42
H 0.84 -1.57 0.40
O 1.54 -0.73 2.16
H 0.64 -0.43 2.11
H 2.08 -0.09 2.64
O 2.80 1.07 0.38
H 2.84 0.33 -0.23
H 3.15 0.67 1.18
*
```

#R
This record from OMol25 describes a cluster of 4 separate species, C2H10O2S2 in total. The level of theory is the ωB97M-V functional and the def2-TZVPD basis.

Properties
Orbital gap (Eh): 0.14882
LUMO energy (eV): -4.664
Highest occupied orbital energy (eV): -8.714

Structure (ORCA input):
```
! RIJCOSX wB97M-V def2-TZVPD def2/J DEFGRID3
* xyz 0 1
C -0.76 0.18 -1.88
C -0.03 1.29 -1.11
S 1.61 0.84 -1.47
S -2.07 0.05 1.10
H -0.98 -0.63 -1.20
H -1.69 0.61 -2.25
H -0.22 -0.23 -2.72
H -0.15 2.28 -1.49
H -0.29 1.13 -0.03
H -2.89 0.68 1.94
H -0.19 -2.81 2.04
H -0.69 -1.38 1.72
O 0.07 -1.98 1.65
H 2.03 -0.27 0.32
H 1.31 -1.18 1.32
O 2.11 -0.66 1.19
*
```

#S
This record from OMol25 describes a cluster of 3 separate species, C2H10O2S2 in total. The level of theory is the ωB97M-V functional and the def2-TZVPD basis.

Properties
Orbital gap (Eh): 0.33355
Structure (SMILES): CSSC.O.O
LUMO energy (eV): 0.420
Highest occupied orbital energy (eV): -8.656

Structure (ORCA input):
```
! RIJCOSX wB97M-V def2-TZVPD def2/J DEFGRID3
* xyz 0 1
C 0.87 0.41 1.05
S 1.25 -0.66 -0.41
S -0.15 -2.20 -0.49
C -0.02 -2.86 1.18
H -0.12 0.81 0.87
H 1.78 0.99 1.16
H 0.81 -0.26 1.91
H -0.28 -2.07 1.87
H 0.92 -3.36 1.41
H -0.82 -3.61 1.23
O -2.98 -0.47 0.67
H -2.54 0.37 0.57
H -2.21 -1.03 0.91
O 0.39 7.44 -1.46
H 0.23 7.13 -0.58
H 1.02 6.84 -1.90
*
```

Quick look at relative energies in kJ/mol: #P 454.2; #Q 0.0; #R 446.8; #S 5.8.

#P
This record from OMol25 describes a structure of composition C5H11NO4. The level of theory is the ωB97M-V functional and the def2-TZVPD basis.

Properties
Orbital gap (Eh): 0.31872
LUMO energy (eV): 0.836
Highest occupied orbital energy (eV): -7.836

Structure (ORCA input):
```
! RIJCOSX wB97M-V def2-TZVPD def2/J DEFGRID3
* xyz 0 1
C -0.23 0.19 1.95
C 2.35 0.21 0.85
C 1.35 -0.81 0.40
O 0.15 -0.83 1.02
O 1.58 -1.67 -0.42
H -1.25 -0.04 2.26
H -0.25 1.17 1.48
H 0.43 0.18 2.83
H 2.61 0.04 1.90
H 3.24 0.11 0.23
H 1.93 1.21 0.78
C -1.31 -1.42 -1.78
C -2.06 -1.34 -0.64
N -0.61 2.23 -0.99
O -1.14 0.92 -1.08
O -2.71 -1.42 0.30
H 0.33 2.24 -1.38
H -1.18 2.83 -1.60
H -0.99 -0.08 -1.85
H -0.35 -1.91 -1.62
H -1.87 -1.80 -2.63
*
```

#Q
This record from OMol25 describes a cluster of 2 separate species, C5H11NO4 in total. The level of theory is the ωB97M-V functional and the def2-TZVPD basis.

Properties
Orbital gap (Eh): 0.37552
Structure (SMILES): CC(=O)[C@@H](C)O.C=[N+]([O-])O
LUMO energy (eV): 0.844
Highest occupied orbital energy (eV): -9.374

Structure (ORCA input):
```
! RIJCOSX wB97M-V def2-TZVPD def2/J DEFGRID3
* xyz 0 1
C -1.83 0.75 -0.57
C -0.64 0.00 -0.73
O 0.27 0.16 -1.54
C -0.41 -1.19 0.31
C -1.39 -2.27 -0.07
O 0.96 -1.49 0.36
H -2.79 0.14 -0.46
H -1.89 1.56 -1.36
H -1.82 1.25 0.35
H -0.74 -0.71 1.32
H -2.29 -1.90 -0.17
H -1.37 -3.01 0.78
H -0.89 -2.81 -1.04
H 1.19 -1.14 -0.48
C 2.19 2.32 -0.05
N 1.63 1.51 0.75
O 0.42 1.33 1.00
O 2.47 0.45 1.28
H 3.38 2.28 -0.13
H 1.64 3.16 -0.57
H 1.91 -0.40 1.03
*
```

Quick look at relative energies in kJ/mol: #P 0.0; #Q 73.8.

#P
This record from OMol25 describes the molecule C5H10NO2. The level of theory is the ωB97M-V functional and the def2-TZVPD basis.

Properties
⟨S²⟩: 0.75
Orbital gap (spin up / spin down) (Eh): 0.39432 / 0.28970
LUMO energy (spin up / spin down) (eV): 0.823 / -1.931
Highest occupied orbital energy (spin up / spin down) (eV): -9.907 / -9.814

Structure (ORCA input):
```
! RIJCOSX wB97M-V def2-TZVPD def2/J DEFGRID3
* xyz 0 2
C 0.91 -2.43 -0.73
N 0.95 -1.21 -0.13
C -0.48 2.33 -0.28
C 0.47 1.13 -0.26
C -0.15 -0.27 -0.15
C -1.03 -0.52 1.08
O -1.90 0.45 1.38
O 1.83 -3.22 -0.66
H 0.04 -2.72 -1.35
H 1.67 -1.12 0.56
H -1.44 2.02 -0.69
H -0.74 2.64 0.73
H -0.09 3.22 -0.78
H 1.17 1.21 0.57
H 1.08 1.08 -1.16
H -0.65 -0.54 -1.09
H -1.39 -1.56 1.07
H -0.27 -0.49 1.89
*
```

#Q
This record from OMol25 describes the molecule C5H10NO2. The level of theory is the ωB97M-V functional and the def2-TZVPD basis.

Properties
⟨S²⟩: 0.76
Orbital gap (spin up / spin down) (Eh): 0.38231 / 0.28090
LUMO energy (spin up / spin down) (eV): 0.956 / -2.172
Highest occupied orbital energy (spin up / spin down) (eV): -9.447 / -9.815

Structure (ORCA input):
```
! RIJCOSX wB97M-V def2-TZVPD def2/J DEFGRID3
* xyz 0 2
O -1.57 -0.13 0.87
C -0.37 -0.48 0.92
C 0.75 0.32 -0.11
C 0.18 1.72 -0.55
C -0.58 2.61 0.37
N 1.01 -0.55 -1.23
C 0.68 -1.92 -0.65
O -0.09 -1.95 0.45
H 0.15 -0.49 1.90
H 1.55 0.32 0.61
H 1.04 2.19 -1.06
H -0.49 1.44 -1.37
H -1.51 2.02 0.70
H -0.18 2.90 1.30
H -0.94 3.42 -0.24
H 0.30 -0.20 -1.89
H 0.27 -2.49 -1.50
H 1.68 -2.36 -0.46
*
```

Quick look at relative energies in kJ/mol: #P 0.0; #Q 110.2.